{
  "formula": "C4H8F6InN3O14S7",
  "method": "ωB97M-V/def2-TZVPD",
  "symbols": ["In", "S", "S", "S", "S", "S", "S", "S", "F", "F", "F", "F", "F", "F", "O", "O", "O", "O", "O", "O", "O", "O", "O", "O", "O", "O", "O", "O", "N", "N", "N", "C", "C", "C", "C", "H", "H", "H", "H", "H", "H", "H", "H"],
  "positions_angstrom": [[-1.131475, 1.772835, -0.461035], [-1.541026, -0.764666, -3.414300], [-4.433476, 2.437754, 1.735076], [2.791150, 2.362099, -0.089023], [0.744726, -0.170794, -3.601269], [0.133471, -2.058812, 0.735414], [-3.904158, 0.052307, 2.048919], [1.587857, 4.237964, 1.096424], [2.342528, 2.398287, -1.612388], [-2.656216, 0.124742, -2.596345], [0.035684, 4.709326, 1.154216], [-3.188936, -1.117398, 1.250214], [1.950384, 0.087703, -2.552671], [-3.837146, 3.389892, 0.632610], [2.304401, 5.253452, 0.368161], [-5.833728, 2.355147, 1.433745], [-1.864680, -0.461577, -4.781491], [-5.304335, -0.262108, 2.002925], [-1.889934, -2.024651, -2.838915], [3.001348, 0.964187, 0.194810], [1.087834, 0.787308, -4.585782], [3.932006, 3.212905, -0.037396], [-0.249105, -0.682420, 0.456397], [-3.975399, 3.037363, 2.942123], [-0.887249, -2.988597, 1.102819], [1.851406, 4.196414, 2.520014], [0.953765, -1.567360, -3.911265], [-3.226694, 0.079126, 3.324517], [-3.419882, 1.147996, 1.098585], [1.213322, 2.934719, 0.362043], [-0.382819, 0.176847, -2.568061], [2.249045, -3.612784, 0.160966], [2.703050, -2.626222, 1.249180], [1.127440, -2.850014, -0.579338], [1.471476, -2.072350, 1.995610], [1.512726, -2.125826, -1.294518], [1.135497, -2.605405, 2.886168], [1.655496, -1.068492, 2.378031], [3.509976, -3.014988, 1.864265], [3.100653, -3.884683, -0.457205], [0.439629, -3.557450, -1.040249], [1.888747, -4.487470, 0.704560], [3.002642, -1.714306, 0.723458]],
  "forces_ev_per_angstrom": [[1.28, -1.87, 0.65], [-6.12, 0.61, 1.97], [-0.41, 3.52, -1.15], [0.45, -3.02, -3.05], [8.19, 1.11, 0.04], [1.71, -1.16, 0.43], [1.45, -7.22, 3.34], [-1.64, 6.88, 4.00], [0.41, -0.01, 0.22], [-0.38, 0.57, -0.06], [0.18, 0.03, -0.58], [-0.48, 0.33, 0.40], [-0.55, -0.45, -0.09], [0.08, 0.44, -0.58], [-1.10, -1.44, 0.07], [1.88, -0.64, 0.17], [1.66, -0.19, 1.23], [1.17, 0.92, -0.20], [1.80, 0.15, -0.58], [-1.14, 1.46, 0.38], [-1.31, 0.16, -0.40], [-1.21, 0.03, 0.82], [-0.41, 1.61, -0.55], [-0.06, -1.28, -0.37], [-0.41, -0.02, 0.14], [0.41, -1.34, -1.56], [-1.86, 0.74, 0.39], [-0.89, 0.29, -1.26], [-1.47, 4.02, -1.68], [1.86, -3.40, -0.76], [-1.78, -1.79, -0.97], [-0.31, 0.87, 1.16], [-0.57, 1.06, -0.64], [-0.15, -0.70, 0.13], [0.02, 0.01, 0.53], [-0.05, 0.07, 0.10], [-0.23, -0.53, -0.40], [-0.10, 0.19, -0.46], [-0.16, 0.15, 0.23], [-0.23, -0.01, -0.28], [-0.14, 0.31, -0.27], [-0.26, -0.24, -0.51], [0.87, -0.22, -0.01]],
  "lowdin_charge": [1.462, 0.581, 0.583, 0.590, 0.441, 0.710, 0.439, 0.469, -0.189, -0.279, -0.228, -0.161, -0.211, -0.207, -0.238, -0.190, -0.206, -0.164, -0.215, -0.253, -0.206, -0.197, -0.427, -0.196, -0.279, -0.232, -0.213, -0.203, -0.250, -0.335, -0.294, -0.189, -0.206, -0.186, -0.188, 0.085, 0.107, 0.101, 0.123, 0.122, 0.110, 0.120, 0.100],
  "e_above_lowest_kcal_mol": 0.00,
  "orbital_gap_ev": 3.4,
  "mol_weight_g_mol": 775.4,
  "energy_ev": -134725.33870,
  "homo_energy_ev": -11.5126
}

{
  "formula": "C4H8FIO",
  "method": "ωB97M-V/def2-TZVPD",
  "symbols": ["I", "F", "O", "C", "C", "C", "C", "H", "H", "H", "H", "H", "H", "H", "H"],
  "positions_angstrom": [[-2.006904, 3.066065, 0.547374], [2.567014, -0.047571, -0.132031], [0.098546, 0.624194, -1.378504], [-0.979812, -1.315349, -0.298797], [1.061629, -0.209859, 1.571026], [1.372157, -0.403903, 0.291199], [0.374951, -0.633593, -0.824598], [1.812758, 0.101424, 2.336405], [0.834550, -1.314862, -1.624588], [-0.911023, -1.968384, 0.527450], [-0.424252, 0.720149, -2.104678], [-1.475549, -1.850845, -1.148377], [-0.749333, 3.927165, 0.301457], [-1.614546, -0.490727, 0.070641], [0.039816, -0.203902, 1.866021]],
  "forces_ev_per_angstrom": [[-1.21, -0.77, 0.26], [1.42, -0.32, -0.68], [2.81, 0.86, 3.50], [0.27, 1.50, -1.71], [1.14, 0.23, 0.15], [-1.74, 1.10, 0.88], [-1.03, -2.16, -0.49], [-0.64, -0.30, -0.96], [-0.39, 0.77, 1.13], [0.64, -0.99, 0.72], [-2.30, -0.55, -3.12], [0.31, 0.59, 0.74], [1.19, 0.75, -0.24], [0.09, -0.24, -0.46], [-0.55, -0.47, 0.26]],
  "lowdin_charge": [0.445, 0.079, -0.032, -0.036, 0.091, -0.345, -0.349, 0.089, 0.159, 0.048, 0.043, 0.085, -0.387, 0.061, 0.049],
  "e_above_lowest_kcal_mol": 23.84,
  "orbital_gap_ev": 10.3,
  "mol_weight_g_mol": 218.0,
  "energy_ev": -17141.66446,
  "homo_energy_ev": -9.6418
}

{
  "formula": "C4H8FN",
  "method": "ωB97M-V/def2-TZVPD",
  "symbols": ["F", "N", "C", "C", "C", "C", "H", "H", "H", "H", "H", "H", "H", "H"],
  "positions_angstrom": [[-2.209621, -0.221629, 0.334652], [-0.316486, 1.602353, 0.008204], [0.076647, 0.227255, 0.010654], [-1.047567, -0.718038, -0.313479], [1.388248, -0.327684, -0.542293], [0.978500, -0.275558, 1.038780], [-1.039674, -1.638778, 0.166144], [1.430024, -1.138157, -1.289517], [-1.276754, -0.712987, -1.453267], [0.850572, -1.263202, 1.479293], [1.332742, 0.460652, 1.664549], [-1.154834, 1.687183, 0.614215], [1.978793, 0.663087, -0.727776], [-0.990589, 1.655504, -0.990164]],
  "forces_ev_per_angstrom": [[-0.46, 0.37, -0.26], [-3.11, 0.60, -3.88], [-1.17, -2.49, -0.64], [-1.79, 2.13, -1.63], [0.37, 4.69, 1.69], [0.35, -2.49, -2.35], [1.05, -2.18, 0.00], [-0.01, 0.28, 1.05], [0.33, -0.30, 1.85], [-0.39, 0.37, 0.03], [1.56, 1.35, 1.06], [0.96, -0.19, 0.18], [-0.48, -2.38, -0.19], [2.78, 0.23, 3.09]],
  "lowdin_charge": [-0.099, 0.065, -0.659, -0.138, -0.022, -0.044, 0.099, 0.099, 0.152, 0.101, 0.071, 0.073, 0.125, 0.176],
  "e_above_lowest_kcal_mol": 54.86,
  "orbital_gap_ev": 10.9,
  "mol_weight_g_mol": 89.1,
  "energy_ev": -8482.65893,
  "homo_energy_ev": -9.8588
}

{
  "formula": "C4H8FN",
  "method": "ωB97M-V/def2-TZVPD",
  "symbols": ["F", "N", "C", "C", "C", "C", "H", "H", "H", "H", "H", "H", "H", "H"],
  "positions_angstrom": [[-1.685631, -1.901786, -0.905230], [0.768744, 1.106054, 0.438059], [-0.539282, -1.443646, -0.324909], [1.421042, 0.410560, 1.461519], [-1.225454, 0.804993, -1.403016], [-0.364299, 0.030991, -0.573754], [-1.201410, 0.417290, -2.532757], [-0.889094, 1.837442, -1.347586], [2.384865, 0.069032, 1.260387], [0.241706, -1.931005, -0.985236], [1.805517, 1.219117, 2.172548], [0.742505, -0.251729, 1.964670], [-0.430115, -1.832345, 0.722117], [-2.281012, 0.843289, -1.185366]],
  "forces_ev_per_angstrom": [[-1.34, -0.09, 0.17], [-3.99, -2.74, -4.53], [2.31, -0.06, -0.91], [-0.43, 2.21, 1.92], [-0.05, 0.53, -3.24], [3.51, 1.85, 4.86], [0.11, 0.84, 2.14], [0.15, 0.09, -0.36], [1.47, -1.66, -1.11], [-0.17, 0.27, 1.06], [-1.10, -0.64, -0.29], [0.20, -0.78, 0.57], [-0.18, 0.62, -0.81], [-0.48, -0.47, 0.51]],
  "lowdin_charge": [-0.046, 0.050, -0.228, -0.261, -0.136, -0.126, 0.136, 0.068, 0.051, 0.138, 0.098, 0.057, 0.124, 0.073],
  "e_above_lowest_kcal_mol": 121.14,
  "orbital_gap_ev": [9.9, 8.2],
  "mol_weight_g_mol": 89.1,
  "energy_ev": -8479.78458,
  "homo_energy_ev": [-9.4792, -8.1194]
}

{
  "formula": "C4H8FN",
  "method": "ωB97M-V/def2-TZVPD",
  "symbols": ["F", "N", "C", "C", "C", "C", "H", "H", "H", "H", "H", "H", "H", "H"],
  "positions_angstrom": [[1.800684, 1.630800, 0.417126], [-0.756324, 2.201999, -0.591412], [-1.856593, 0.112452, 0.226260], [1.023906, 0.490595, 0.539040], [1.674483, -0.706175, -0.327289], [-0.649608, 1.048682, -0.157008], [-1.912102, 0.150855, 1.231676], [-2.750407, 0.484055, -0.170041], [0.084962, 2.746120, -0.721308], [2.161294, -0.430593, -1.296725], [2.377873, -1.313166, 0.235525], [0.903024, 0.147826, 1.555586], [0.824200, -1.217335, -0.599399], [-1.494247, -0.779098, -0.165793]],
  "forces_ev_per_angstrom": [[-0.28, -0.34, 0.58], [-0.78, 0.21, -0.75], [3.17, 2.44, -2.82], [-1.21, -0.25, -3.85], [0.62, 2.73, 0.57], [1.89, -1.24, 2.84], [-0.09, -0.37, 3.49], [-1.23, 0.33, -0.96], [0.50, -0.16, 0.23], [-0.41, 0.41, 1.00], [-0.12, -0.01, 0.19], [-0.08, 0.42, 0.45], [-1.70, -1.95, -0.58], [-0.30, -2.20, -0.37]],
  "lowdin_charge": [-0.060, 0.118, -0.018, -0.203, -0.042, -0.256, 0.035, 0.060, 0.051, 0.090, 0.064, 0.106, 0.013, 0.043],
  "e_above_lowest_kcal_mol": 42.17,
  "orbital_gap_ev": 10.1,
  "mol_weight_g_mol": 89.1,
  "energy_ev": -8483.20911,
  "homo_energy_ev": -9.0873
}

Please write out number 4 again, unchanged.
{
  "formula": "C4H8FN",
  "method": "ωB97M-V/def2-TZVPD",
  "symbols": ["F", "N", "C", "C", "C", "C", "H", "H", "H", "H", "H", "H", "H", "H"],
  "positions_angstrom": [[-1.685631, -1.901786, -0.905230], [0.768744, 1.106054, 0.438059], [-0.539282, -1.443646, -0.324909], [1.421042, 0.410560, 1.461519], [-1.225454, 0.804993, -1.403016], [-0.364299, 0.030991, -0.573754], [-1.201410, 0.417290, -2.532757], [-0.889094, 1.837442, -1.347586], [2.384865, 0.069032, 1.260387], [0.241706, -1.931005, -0.985236], [1.805517, 1.219117, 2.172548], [0.742505, -0.251729, 1.964670], [-0.430115, -1.832345, 0.722117], [-2.281012, 0.843289, -1.185366]],
  "forces_ev_per_angstrom": [[-1.34, -0.09, 0.17], [-3.99, -2.74, -4.53], [2.31, -0.06, -0.91], [-0.43, 2.21, 1.92], [-0.05, 0.53, -3.24], [3.51, 1.85, 4.86], [0.11, 0.84, 2.14], [0.15, 0.09, -0.36], [1.47, -1.66, -1.11], [-0.17, 0.27, 1.06], [-1.10, -0.64, -0.29], [0.20, -0.78, 0.57], [-0.18, 0.62, -0.81], [-0.48, -0.47, 0.51]],
  "lowdin_charge": [-0.046, 0.050, -0.228, -0.261, -0.136, -0.126, 0.136, 0.068, 0.051, 0.138, 0.098, 0.057, 0.124, 0.073],
  "e_above_lowest_kcal_mol": 121.14,
  "orbital_gap_ev": [9.9, 8.2],
  "mol_weight_g_mol": 89.1,
  "energy_ev": -8479.78458,
  "homo_energy_ev": [-9.4792, -8.1194]
}